# 1
ORCA calculation (wB97M-V/def2-TZVPD) on the molecule C6H8S.

Structure (XYZ):
```
15
Properties=species:S:1:pos:R:3:forces:R:3
H 1.3617 -0.7380 -1.6047 -0.37 1.92 1.12
C 1.3989 0.2587 -0.9007 1.61 -5.04 -1.01
H -0.6830 -1.6599 0.0456 0.45 0.77 1.14
H -1.2507 1.1198 1.0484 0.14 1.45 0.74
S -0.8259 1.0060 -2.1796 -0.74 0.37 -0.59
H -0.5432 -0.9436 1.8824 0.25 -0.36 -2.78
H 1.5734 -1.1279 1.0745 0.25 0.81 -1.60
C -1.7764 0.6123 -0.9492 0.02 -0.56 0.22
C 0.5076 1.3258 -1.2176 -0.12 1.37 0.17
C 1.0213 -0.3004 0.5346 0.47 1.83 2.09
H 2.4761 0.5430 -1.1235 -1.14 0.17 1.12
H -2.4909 -0.2210 0.9540 1.67 1.36 -1.08
C -1.5208 0.2766 0.4804 -2.42 -1.75 -0.28
H 1.1952 0.6063 1.2615 -0.52 -1.50 -1.17
C -0.4434 -0.7578 0.6938 0.44 -0.84 1.91
```
Positions in Å, forces in eV/Å.

Properties
Relative energy (zero: lowest compared OMol25 entry of this formula, charge and spin): 159.2 kcal per mole
E_LUMO (alpha / beta): -0.56 / -0.56 eV
Total charge: 0
Kohn-Sham gap (alpha / beta): 7.419 / 7.425 eV
Structure (SMILES): C1#S#CCCCC1
Multiplicity: 1

***

# 2
ORCA calculation (wB97M-V/def2-TZVPD) on the molecule C6H8S.

Structure (XYZ):
```
15
Properties=species:S:1:pos:R:3:forces:R:3
H 1.8227 -0.0956 1.6886 -1.31 0.44 -1.13
H 1.9293 -0.7882 -1.5547 1.57 2.04 2.32
C 0.4298 -1.1897 0.4362 -1.06 -2.17 0.90
H -2.4361 0.1967 0.2479 1.44 -1.26 -2.57
C -1.5050 -0.0394 -0.5296 -2.42 5.28 0.28
C -0.8057 -1.1855 -0.1151 2.13 -4.27 1.81
C 1.2523 0.0043 0.6959 0.44 2.59 0.95
S 2.6209 0.0860 -0.4529 -0.41 -2.20 -3.21
H -1.2583 -2.2392 -0.0407 0.19 1.83 -0.68
H 0.8065 -2.2254 0.8500 -0.47 2.34 -0.94
H -1.4690 2.0892 -0.2905 -0.22 1.84 -0.40
H 0.6928 2.6078 0.3912 0.63 -3.67 1.37
C 0.4338 1.3856 0.5024 -1.64 1.93 -1.97
H -1.7512 0.0580 -1.6849 -0.05 -0.46 2.49
C -0.7628 1.3355 -0.1437 1.19 -4.27 0.78
```
Positions in Å, forces in eV/Å.

Properties
Relative energy (zero: lowest compared OMol25 entry of this formula, charge and spin): 81.2 kcal per mole
E_LUMO: 0.77 eV
Total charge: 0
Kohn-Sham gap: 9.459 eV
Structure (SMILES): SC1C=CCC=C1
Multiplicity: 1

***

# 3
ORCA calculation (wB97M-V/def2-TZVPD) on the molecule C6H8Si.

Structure (XYZ):
```
15
Properties=species:S:1:pos:R:3:forces:R:3
H -3.3423 -0.5898 -1.2819 -0.83 -0.66 -1.03
H 1.9251 1.1393 1.1098 0.41 1.02 1.39
Si 0.3379 -0.0722 -0.0804 0.58 -3.02 -0.45
C -2.7299 -0.2763 -0.5033 1.55 0.30 3.68
C 1.7376 1.1437 0.0749 -0.55 -1.29 -0.48
H 1.4229 -2.3024 -1.4555 0.53 -0.75 -0.28
C -1.4505 0.4780 -0.2163 -0.64 0.84 0.12
H -1.5955 1.5465 -0.4626 0.45 -0.21 0.39
H 0.7035 -2.5077 1.5171 -0.09 0.67 -1.62
C -2.5081 -0.1073 0.7875 0.85 0.43 -5.93
H 1.6003 2.0390 -0.4435 -0.55 1.97 -0.02
C 1.0721 -1.7017 -0.6545 -1.93 0.93 1.00
H 2.6236 0.7677 -0.3935 0.40 -0.86 -0.26
C 0.6438 -1.8115 0.6162 0.57 0.89 0.59
H -2.6251 -0.1400 1.7861 -0.75 -0.28 2.92
```
Positions in Å, forces in eV/Å.

Properties
Relative energy (zero: lowest compared OMol25 entry of this formula, charge and spin): 84.5 kcal per mole
E_LUMO: 1.03 eV
Total charge: 0
Kohn-Sham gap: 9.170 eV
Structure (SMILES): C[Si]1(C2C=C2)C=C1
Multiplicity: 1

***

# 4
ORCA calculation (wB97M-V/def2-TZVPD) on the molecule C6H8Si.

Structure (XYZ):
```
15
Properties=species:S:1:pos:R:3:forces:R:3
H -5.3482 -0.8244 0.3169 -1.53 -0.76 0.16
C -3.3244 0.1047 0.1854 -4.04 -1.99 0.84
C -4.3674 -0.5238 0.3619 3.00 2.07 -0.59
H 3.1228 0.9823 0.6348 -0.98 0.00 -0.89
C 0.9507 -1.5568 0.0747 2.17 1.40 1.85
H 0.2496 -2.1776 -0.3701 -1.33 -1.16 -0.74
C 2.2176 1.3993 0.0874 0.84 0.58 2.82
C -0.7432 0.8653 -0.1606 -10.73 -2.28 1.08
Si 0.9600 0.1612 -0.5978 -0.75 1.45 2.54
H 1.8977 2.1878 0.8589 -0.48 -1.53 -0.74
C -2.1290 0.6210 0.0155 13.76 2.46 -1.86
H 1.9655 -1.9540 -0.0123 -0.03 -0.23 -0.39
H 0.8361 -1.4860 1.1663 -0.45 -0.17 -0.25
H 1.0954 0.0955 -1.9627 0.14 0.04 -2.42
H 2.6167 2.1056 -0.5984 0.43 0.14 -1.40
```
Positions in Å, forces in eV/Å.

Properties
Relative energy (zero: lowest compared OMol25 entry of this formula, charge and spin): 83.5 kcal per mole
E_LUMO: -0.16 eV
Total charge: 0
Kohn-Sham gap: 8.652 eV
Structure (SMILES): C#CC#C[SiH](C)C
Multiplicity: 1

***

# 5
ORCA calculation (wB97M-V/def2-TZVPD) on a structure of composition C6H9AlCl2O3PSc.

Structure (XYZ):
```
23
Properties=species:S:1:pos:R:3:forces:R:3
H 1.8640 3.1647 -1.2450 0.04 -0.35 0.16
Cl 1.6211 -2.5427 -2.1230 -1.26 1.18 1.22
C 1.0366 2.4438 -1.2757 -0.95 -0.37 -0.65
O -7.2961 -1.7963 0.3161 5.01 -2.44 1.66
P 1.4355 0.9358 -0.3193 2.00 2.57 1.05
H 2.3536 2.1521 1.5718 -0.23 -0.20 -0.20
H 0.1359 2.9140 -0.8552 0.24 -0.11 -0.17
H 3.7465 1.6001 -0.1142 -0.27 0.00 -0.07
H 0.5751 2.2941 1.4964 0.17 -0.19 0.09
O 0.8573 -1.8444 2.0973 -2.29 1.40 -5.93
H 1.3285 0.7962 2.1210 0.15 0.35 0.09
H 0.8414 2.1684 -2.3197 0.10 0.35 0.06
C -3.2578 -3.5201 -0.2471 2.21 -4.82 -3.67
C 3.2285 0.7349 -0.5406 0.25 -0.90 -0.64
H 3.4625 0.6591 -1.6074 0.09 -0.02 0.13
Al -4.2172 -2.2099 1.1164 -1.90 2.13 -0.63
Sc 0.1937 -1.1596 -1.0020 0.98 -0.48 -5.00
C -6.2748 -2.2269 0.6398 -5.08 1.88 -1.43
Cl -4.3080 -0.1048 0.9039 0.95 -1.79 0.47
O -2.8046 -4.2956 -0.9815 -2.47 4.38 3.98
H 3.5947 -0.1677 -0.0418 0.03 0.09 -0.04
C 0.4639 -1.5977 1.0243 3.06 -2.23 9.05
C 1.4201 1.6028 1.3854 -0.81 -0.40 0.48
```
Positions in Å, forces in eV/Å.

Properties
Relative energy (zero: lowest compared OMol25 entry of this formula, charge and spin): 18.6 kcal per mole
E_LUMO: -18.51 eV
Total charge: +4
Kohn-Sham gap: 4.957 eV
Multiplicity: 1

***

# 6
ORCA calculation (wB97M-V/def2-TZVPD) on a structure of composition C6H9AsIrNO5S4.

Structure (XYZ):
```
27
Properties=species:S:1:pos:R:3:forces:R:3
O -1.9497 0.4405 -3.1444 0.09 0.14 0.11
H 0.9662 -2.0924 -0.0568 -0.01 0.03 0.00
H -1.7167 -1.6670 -1.8123 0.02 0.00 0.07
C -1.1228 0.3759 -2.2363 -0.09 -0.79 -0.10
H -1.8304 -0.9128 1.6028 -0.09 -0.03 -0.04
S 2.8104 -0.0630 -0.9731 -1.65 0.83 0.68
N -0.6961 -0.8371 -0.1317 1.35 -0.09 -0.47
H -0.5620 1.0407 1.8739 -0.05 -0.22 0.56
H -2.2224 1.3728 -0.3807 -0.04 0.07 0.17
C 0.4412 -1.4372 1.9290 -0.21 -0.88 -0.22
S 2.2584 2.9011 0.5102 -0.88 -1.19 -0.35
H -2.9828 1.2164 1.2177 0.19 0.10 0.05
H 0.0373 -1.3961 -1.9923 0.01 0.01 0.05
S 5.4903 1.3640 0.9588 -0.29 -0.16 0.21
O -0.9322 1.5981 1.1654 -0.39 0.62 -0.11
C 0.0503 -1.9158 0.5104 0.29 -0.06 0.29
H -0.5161 -2.8523 0.5815 -0.07 0.08 0.02
S 4.7222 2.7673 -2.1083 -0.38 -0.03 -0.09
H -2.8020 -1.0181 0.1269 0.10 0.02 -0.09
O 0.3818 -2.2364 2.8596 0.04 0.24 -0.16
C -0.8852 -0.9964 -1.5657 0.01 0.22 -0.33
As 3.9243 1.7638 -0.4151 1.92 0.62 -0.27
O 0.7290 -0.1973 2.0054 0.78 1.12 0.31
C -2.0942 0.9688 0.6220 -0.60 0.00 0.01
Ir 0.8520 1.0240 0.0430 -1.10 -2.38 -1.07
O -0.4284 1.3303 -1.7686 1.12 1.07 0.46
C -1.9223 -0.5416 0.5789 -0.07 0.66 0.30
```
Positions in Å, forces in eV/Å.

Properties
Relative energy (zero: lowest compared OMol25 entry of this formula, charge and spin): 40.9 kcal per mole
E_LUMO (alpha / beta): 4.51 / 4.51 eV
Total charge: -2
Kohn-Sham gap (alpha / beta): 5.417 / 5.419 eV
Multiplicity: 1

***

# 7
ORCA calculation (wB97M-V/def2-TZVPD) on the molecule C6H9BN2O3.

Structure (XYZ):
```
21
Properties=species:S:1:pos:R:3:forces:R:3
H 3.7713 -0.3639 1.6767 -0.99 -0.44 0.01
O 0.3710 1.2498 0.3393 0.76 -0.01 -0.81
C -1.3634 1.8308 -1.2924 -1.41 1.65 1.77
H -2.8043 0.5770 -0.3762 -2.41 0.28 1.37
C -2.0596 0.4632 -1.0692 0.46 1.42 -4.33
C -0.5622 2.2723 -0.0748 -0.42 0.64 1.14
H -1.9483 2.7531 -1.6168 -0.32 -1.53 0.76
O 2.3744 -2.6420 1.7093 2.62 -3.27 0.73
O 2.8098 -0.3260 1.5179 0.16 0.29 -0.56
N -1.1704 -1.7561 -0.6373 -1.56 -1.51 -0.15
H 0.1454 -3.3006 0.1942 -0.77 -1.15 -0.49
H 3.3489 -2.8490 1.8996 -2.38 0.84 -0.31
H -2.4818 0.1505 -2.1384 0.93 0.03 2.57
N -1.1035 -0.4056 -0.4954 1.77 -1.17 -0.81
H 0.0168 3.2825 -0.3626 -1.18 -2.40 1.24
H -1.2172 2.2863 0.8825 0.71 1.06 -1.68
C -0.1691 -2.3032 0.0314 0.76 3.40 0.23
C 0.6709 -1.2973 0.5549 -0.64 3.32 -1.18
B 2.0089 -1.4506 1.2604 0.84 2.46 0.24
C 0.0475 -0.0157 0.0533 1.11 -3.04 2.53
H -0.6853 1.8445 -2.0564 1.96 -0.88 -2.27
```
Positions in Å, forces in eV/Å.

Properties
E_LUMO: 0.51 eV
Total charge: 0
Kohn-Sham gap: 8.494 eV
Structure (SMILES): OB(O)c1cnn2c1OCCC2
Multiplicity: 1

***

# 8
ORCA calculation (wB97M-V/def2-TZVPD) on a structure of composition C6H9BiO3.

Structure (XYZ):
```
19
Properties=species:S:1:pos:R:3:forces:R:3
H -1.8842 -2.2311 -1.1305 0.27 0.00 0.07
O -1.4094 -1.5259 0.7450 0.22 4.25 5.76
C 2.3835 0.2082 -0.3198 1.39 1.05 -1.13
H -0.3990 -2.8912 -0.3045 -0.02 -0.16 -0.19
H 2.5375 1.2892 -0.3396 0.48 -0.17 -0.03
Bi 0.8452 -0.5800 2.9388 0.75 -0.05 1.68
C -0.7908 1.0102 -0.4032 -2.71 -1.05 -2.67
C -0.7670 -0.4971 1.4422 -1.03 -5.33 -6.46
O -1.8518 0.6431 -0.9406 1.63 1.10 1.02
C -1.4433 -2.5894 -0.1949 -0.66 -1.50 -1.70
C -0.4891 2.4712 -0.3170 0.66 0.97 -0.55
H 2.1247 -0.1262 -1.3284 -0.07 -0.27 0.30
H 0.5845 2.6951 -0.3139 -0.16 -0.30 0.34
O 1.2793 0.0308 0.5919 -1.20 -0.55 0.95
H -0.8850 2.9780 -1.2038 -0.24 -0.20 -0.02
H -1.0094 2.9128 0.5439 0.04 -0.25 0.12
H 3.2321 -0.3319 0.1073 -0.14 0.15 -0.23
H -2.0738 -3.3844 0.2172 0.28 0.21 0.12
C 0.0162 -0.0814 0.2099 0.50 2.10 2.63
```
Positions in Å, forces in eV/Å.

Properties
E_LUMO (alpha / beta): -16.69 / -15.97 eV
Total charge: +3
Kohn-Sham gap (alpha / beta): 5.644 / 7.403 eV
Multiplicity: 2

***

Copy entry 2 word for word.
ORCA calculation (wB97M-V/def2-TZVPD) on the molecule C6H8S.

Structure (XYZ):
```
15
Properties=species:S:1:pos:R:3:forces:R:3
H 1.8227 -0.0956 1.6886 -1.31 0.44 -1.13
H 1.9293 -0.7882 -1.5547 1.57 2.04 2.32
C 0.4298 -1.1897 0.4362 -1.06 -2.17 0.90
H -2.4361 0.1967 0.2479 1.44 -1.26 -2.57
C -1.5050 -0.0394 -0.5296 -2.42 5.28 0.28
C -0.8057 -1.1855 -0.1151 2.13 -4.27 1.81
C 1.2523 0.0043 0.6959 0.44 2.59 0.95
S 2.6209 0.0860 -0.4529 -0.41 -2.20 -3.21
H -1.2583 -2.2392 -0.0407 0.19 1.83 -0.68
H 0.8065 -2.2254 0.8500 -0.47 2.34 -0.94
H -1.4690 2.0892 -0.2905 -0.22 1.84 -0.40
H 0.6928 2.6078 0.3912 0.63 -3.67 1.37
C 0.4338 1.3856 0.5024 -1.64 1.93 -1.97
H -1.7512 0.0580 -1.6849 -0.05 -0.46 2.49
C -0.7628 1.3355 -0.1437 1.19 -4.27 0.78
```
Positions in Å, forces in eV/Å.

Properties
Relative energy (zero: lowest compared OMol25 entry of this formula, charge and spin): 81.2 kcal per mole
E_LUMO: 0.77 eV
Total charge: 0
Kohn-Sham gap: 9.459 eV
Structure (SMILES): SC1C=CCC=C1
Multiplicity: 1